Density functional theory data (ωB97M-V/def2-TZVPD) for a 14-piece molecular cluster, C60H160B4F16N10O20 overall in a non-equilibrium geometry.

Geometry (Å):
C1 -10.198 12.043 2.938
O1 -9.050 12.880 2.762
C2 -9.214 13.565 1.512
C3 -9.844 14.966 1.841
N1 -9.308 15.568 3.175
H1 -8.876 14.779 3.634
H2 -8.608 16.260 2.951
C4 -10.283 16.250 4.149
C5 -9.589 17.407 4.947
O2 -10.432 18.490 4.744
C6 -9.954 19.804 5.005
H3 -10.187 11.496 3.881
H4 -10.147 11.260 2.182
H5 -11.196 12.458 2.800
H6 -9.838 13.047 0.783
H7 -8.265 13.732 1.003
H8 -10.930 14.877 1.863
H9 -9.567 15.690 1.074
H10 -10.575 15.334 4.662
H11 -11.049 16.530 3.426
H12 -8.613 17.687 4.550
H13 -9.601 17.069 5.983
H14 -10.752 20.544 5.054
H15 -9.146 20.134 4.352
H16 -9.433 19.775 5.962
C7 -13.398 11.578 -8.203
O3 -13.910 12.754 -8.685
C8 -13.094 13.942 -8.380
C9 -13.368 15.115 -9.414
N2 -14.857 15.066 -9.910
H17 -15.167 14.106 -9.856
H18 -15.484 15.536 -9.272
C10 -15.180 15.596 -11.351
C11 -16.077 14.602 -12.035
O4 -15.712 13.260 -12.006
C12 -16.417 12.308 -11.039
H19 -12.699 11.031 -8.836
H20 -14.306 10.974 -8.214
H21 -13.126 11.502 -7.151
H22 -12.028 13.742 -8.482
H23 -13.300 14.352 -7.391
H24 -12.681 15.152 -10.260
H25 -13.436 16.128 -9.017
H26 -14.174 15.634 -11.770
H27 -15.454 16.651 -11.320
H28 -16.277 14.872 -13.072
H29 -17.061 14.641 -11.567
H30 -17.429 12.035 -11.338
H31 -16.297 12.626 -10.003
H32 -15.711 11.478 -11.057
C13 -6.637 9.631 -3.295
O5 -7.035 10.108 -4.600
C14 -6.121 9.985 -5.592
C15 -6.171 8.654 -6.371
N3 -7.508 8.270 -7.047
H33 -7.836 9.041 -7.610
H34 -7.356 7.472 -7.647
C16 -8.605 7.807 -6.141
C17 -9.969 7.752 -7.043
O6 -9.508 7.152 -8.262
C18 -10.574 7.214 -9.162
H35 -6.314 8.601 -3.445
H36 -7.455 9.641 -2.575
H37 -5.810 10.159 -2.820
H38 -5.051 10.036 -5.391
H39 -6.378 10.818 -6.246
H40 -5.716 7.875 -5.758
H41 -5.533 8.744 -7.250
H42 -8.663 8.376 -5.213
H43 -8.434 6.806 -5.746
H44 -10.273 8.786 -7.207
H45 -10.752 7.279 -6.451
H46 -10.752 8.265 -9.391
H47 -11.472 6.819 -8.687
H48 -10.402 6.680 -10.096
C19 -14.922 8.902 -0.209
O7 -13.710 9.214 0.429
C20 -12.608 9.715 -0.305
C21 -11.891 8.619 -1.001
N4 -11.223 7.596 0.007
H49 -11.912 7.017 0.466
H50 -10.687 6.873 -0.452
C22 -10.460 8.148 1.257
C23 -9.148 8.899 0.957
O8 -9.340 9.922 0.008
C24 -8.286 10.814 -0.128
H51 -15.482 9.819 -0.393
H52 -15.618 8.360 0.431
H53 -14.807 8.448 -1.193
H54 -11.932 10.410 0.193
H55 -13.035 10.350 -1.080
H56 -11.065 9.123 -1.503
H57 -12.517 7.944 -1.584
H58 -10.130 7.271 1.813
H59 -11.152 8.668 1.920
H60 -8.323 8.290 0.588
H61 -8.643 9.269 1.849
H62 -8.709 11.633 -0.710
H63 -7.375 10.406 -0.567
H64 -7.957 11.154 0.854
C25 -13.318 12.301 -4.295
O9 -11.878 12.189 -4.412
C26 -11.205 11.270 -3.488
C27 -9.710 11.174 -3.889
N5 -9.177 12.602 -3.783
H65 -9.991 13.083 -4.137
H66 -9.315 12.932 -2.838
C28 -7.923 13.202 -4.423
C29 -6.946 13.615 -3.333
O10 -6.724 12.592 -2.391
C30 -5.726 12.969 -1.366
H67 -13.677 12.988 -5.061
H68 -13.528 12.778 -3.337
H69 -13.833 11.373 -4.541
H70 -11.584 10.254 -3.596
H71 -11.124 11.670 -2.477
H72 -9.500 10.948 -4.934
H73 -9.146 10.537 -3.207
H74 -8.210 14.147 -4.883
H75 -7.457 12.513 -5.128
H76 -7.298 14.498 -2.799
H77 -5.998 13.891 -3.796
H78 -5.437 12.143 -0.716
H79 -6.262 13.764 -0.849
H80 -4.859 13.442 -1.827
C31 -11.157 18.297 1.252
O11 -9.893 17.843 1.591
C32 -8.945 18.911 1.731
C33 -8.311 19.297 0.358
N6 -7.880 18.168 -0.560
H81 -6.919 17.923 -0.369
H82 -8.272 17.264 -0.338
C34 -8.170 18.346 -2.063
C35 -7.071 17.706 -2.959
O12 -5.871 18.371 -2.619
C36 -4.688 17.613 -2.799
H83 -11.887 17.511 1.448
H84 -11.181 18.530 0.187
H85 -11.539 19.050 1.942
H86 -8.085 18.653 2.349
H87 -9.416 19.754 2.237
H88 -7.506 19.987 0.611
H89 -9.057 19.851 -0.212
H90 -8.304 19.422 -2.167
H91 -9.167 17.925 -2.194
H92 -7.325 17.868 -4.007
H93 -7.105 16.631 -2.781
H94 -3.856 18.213 -2.431
H95 -4.487 17.425 -3.854
H96 -4.694 16.678 -2.240
C37 -23.599 14.998 -5.809
O13 -22.267 14.870 -6.335
C38 -22.035 14.425 -7.645
C39 -20.564 14.771 -7.954
N7 -19.715 14.453 -6.692
H97 -18.730 14.590 -6.865
H98 -19.936 14.923 -5.825
C40 -19.750 12.972 -6.229
C41 -18.642 12.519 -5.245
O14 -18.469 13.607 -4.336
C42 -17.178 13.674 -3.771
H99 -24.268 14.266 -6.261
H100 -24.148 15.904 -6.066
H101 -23.612 14.825 -4.733
H102 -22.635 14.915 -8.412
H103 -22.327 13.391 -7.461
H104 -20.434 15.849 -8.048
H105 -20.064 14.191 -8.730
H106 -19.928 12.431 -7.159
H107 -20.719 12.981 -5.730
H108 -17.756 12.265 -5.828
H109 -19.045 11.607 -4.804
H110 -16.947 12.786 -3.184
H111 -17.029 14.563 -3.157
H112 -16.395 13.667 -4.529
C43 -2.032 13.051 -0.117
O15 -2.140 13.401 -1.471
C44 -1.669 12.453 -2.463
C45 -1.712 13.031 -3.881
N8 -0.803 14.240 -4.004
H113 -0.922 14.866 -3.221
H114 0.124 13.866 -3.853
C46 -0.830 15.075 -5.218
C47 -0.494 14.234 -6.430
O16 -1.676 13.859 -7.187
C48 -2.027 14.669 -8.300
H115 -2.247 13.841 0.603
H116 -1.020 12.739 0.140
H117 -2.725 12.226 0.049
H118 -1.996 11.415 -2.398
H119 -0.605 12.268 -2.312
H120 -2.674 13.455 -4.168
H121 -1.471 12.257 -4.610
H122 -0.197 15.940 -5.017
H123 -1.803 15.564 -5.267
H124 -0.064 13.265 -6.177
H125 0.209 14.725 -7.103
H126 -2.935 14.296 -8.774
H127 -1.368 14.592 -9.165
H128 -2.200 15.741 -8.203
C49 -13.444 15.831 -4.278
O17 -14.523 15.759 -3.324
C50 -14.290 15.653 -1.910
C51 -13.599 16.956 -1.354
N9 -14.670 18.146 -1.580
H129 -15.565 17.906 -1.982
H130 -15.101 18.315 -0.682
C52 -14.380 19.446 -2.361
C53 -15.596 20.316 -2.440
O18 -16.784 19.502 -2.707
C54 -18.016 20.249 -2.626
H131 -12.763 14.987 -4.170
H132 -12.872 16.727 -4.040
H133 -13.798 15.894 -5.307
H134 -13.804 14.756 -1.527
H135 -15.280 15.430 -1.514
H136 -12.724 17.291 -1.912
H137 -13.412 16.980 -0.281
H138 -14.183 19.021 -3.346
H139 -13.507 19.970 -1.972
H140 -15.497 20.984 -3.295
H141 -15.861 20.942 -1.588
H142 -18.087 20.833 -3.543
H143 -18.124 20.966 -1.812
H144 -18.894 19.604 -2.656
C55 -4.614 10.333 1.345
O19 -4.974 11.552 1.985
C56 -5.384 11.392 3.387
C57 -5.239 12.675 4.178
N10 -4.031 13.397 3.572
H145 -3.255 12.760 3.465
H146 -4.188 13.670 2.612
C58 -3.532 14.571 4.419
C59 -2.260 15.262 3.864
O20 -1.227 14.342 3.824
C60 0.012 14.884 3.247
H147 -4.370 10.552 0.305
H148 -5.513 9.717 1.372
H149 -3.764 9.903 1.874
H150 -4.870 10.541 3.834
H151 -6.375 10.949 3.491
H152 -5.008 12.613 5.241
H153 -6.050 13.333 3.864
H154 -3.326 14.280 5.449
H155 -4.299 15.346 4.440
H156 -1.900 16.147 4.391
H157 -2.549 15.559 2.856
H158 0.662 14.018 3.365
H159 0.389 15.761 3.773
H160 -0.029 15.115 2.183
B1 -16.099 8.558 -4.033
F1 -16.744 8.696 -2.835
F2 -14.856 7.964 -3.813
F3 -16.815 7.752 -4.947
F4 -15.931 9.773 -4.626
B2 -10.220 14.944 -1.675
F5 -11.122 15.391 -0.844
F6 -9.870 13.619 -1.486
F7 -10.730 15.044 -2.915
F8 -9.041 15.584 -1.503
B3 -6.091 16.111 1.193
F9 -6.896 15.737 0.080
F10 -4.907 15.403 1.128
F11 -5.731 17.439 1.037
F12 -6.723 15.879 2.417
B4 -8.121 12.029 -8.174
F13 -8.705 11.966 -9.435
F14 -8.613 13.067 -7.516
F15 -8.369 10.866 -7.490
F16 -6.746 12.088 -8.225

Atomic forces in eV per Å
0.1 -1.6 -0.1
-0.9 -0.2 -0.7
0.2 1.8 0.9
0.5 0.0 0.0
-0.4 -0.3 -1.1
0.5 -0.2 0.3
0.5 -0.2 -0.3
1.0 -1.5 -1.7
-1.5 -0.6 -0.7
-1.4 0.9 -0.8
1.2 -0.4 1.4
0.3 0.5 0.2
0.1 -0.2 -0.3
0.2 0.9 0.2
-0.2 -0.1 0.3
0.3 -0.2 0.4
0.0 0.2 0.4
-0.2 -0.3 0.1
-0.7 0.8 0.9
-0.3 0.7 0.9
0.5 -0.6 0.2
0.6 0.4 0.3
-0.1 -0.5 -0.2
-0.2 -0.1 -0.7
-0.3 0.3 0.4
-1.2 -3.1 0.6
1.0 4.3 -0.2
-0.5 0.4 -1.5
-2.0 0.0 0.2
0.3 0.0 -0.9
0.2 -0.8 -0.4
0.2 0.4 0.4
2.4 -0.6 0.7
-2.2 -0.2 0.0
0.0 -1.5 1.6
2.3 1.0 -1.3
0.4 0.6 -0.1
0.1 -0.7 0.0
0.5 0.8 0.1
0.0 -0.3 0.2
-0.1 -0.5 0.3
-0.4 -0.4 -0.1
1.1 -0.2 0.7
-0.1 -0.3 -0.5
-0.7 -0.3 0.2
0.4 0.3 -0.1
-0.4 0.5 0.2
0.2 0.3 -0.1
-0.6 0.5 0.2
-0.5 -0.3 -0.4
0.3 -0.9 -0.8
-0.9 0.3 3.5
0.3 -0.3 -3.0
-0.2 0.4 -1.0
0.8 -0.9 2.5
-0.2 0.9 -0.3
0.2 -0.1 -0.6
-2.2 -0.4 -0.4
3.4 0.6 1.2
-0.4 0.0 1.8
-1.1 0.3 -0.9
0.0 -0.3 0.4
-0.2 0.1 -0.5
0.1 0.5 -0.4
0.1 0.4 0.9
0.4 -0.2 -0.5
-0.8 -0.5 -0.1
0.3 0.2 0.2
-0.1 0.7 -0.6
0.5 -0.2 -0.7
-0.1 0.2 -0.3
0.0 -0.7 -0.5
-0.2 0.2 -0.3
-0.2 -0.2 -0.1
0.4 -0.1 0.3
-1.1 1.0 -1.2
1.9 0.0 2.1
-2.6 -0.2 -0.7
1.4 -1.1 0.8
0.2 1.5 1.5
-1.2 0.1 0.0
0.7 0.2 -0.6
1.2 -0.4 -0.6
0.3 0.0 -0.7
-1.3 -0.6 0.1
0.4 0.7 0.4
0.1 0.4 -0.2
0.8 -0.5 0.2
0.1 -0.4 0.1
-0.1 -0.5 0.9
0.1 0.1 -0.7
0.1 -0.7 -0.4
0.0 0.5 -0.4
-0.3 -0.2 0.0
-0.1 0.2 -0.6
-0.3 -1.0 -0.4
-0.7 0.4 0.7
0.6 0.1 0.0
-0.1 -0.3 -0.5
-0.1 0.4 0.3
0.8 0.1 -0.2
0.5 -0.7 0.6
0.8 0.4 -1.7
0.5 1.3 -0.7
-0.7 0.1 -0.7
-0.3 0.7 -1.1
0.9 -0.1 1.0
0.2 -0.3 1.0
0.4 -0.1 0.6
1.0 -1.1 0.4
-1.7 1.1 -1.2
0.5 0.2 -0.1
-0.5 -0.5 0.2
0.0 -0.3 0.7
-0.5 0.1 0.4
-1.0 -0.1 0.3
-0.4 -0.6 0.1
-0.2 0.0 -0.2
-0.2 -0.4 -0.5
-0.5 0.0 0.0
-0.3 0.2 0.0
0.1 0.1 -0.3
-0.4 0.0 -0.3
0.5 -0.1 0.8
0.2 -0.3 -0.1
-1.2 -0.4 0.2
1.6 0.2 0.7
0.6 -0.6 -1.1
-1.4 0.5 0.1
-0.1 0.1 -0.1
1.1 0.5 -0.2
-0.9 -0.4 0.5
0.0 0.5 0.7
-0.8 1.0 0.9
-0.3 -0.6 0.3
0.4 0.3 -0.1
0.2 -0.6 -0.3
-0.3 0.5 0.0
0.4 0.7 -0.3
-0.3 -0.8 0.3
0.0 0.3 -0.5
0.3 -0.3 -0.6
0.1 0.1 -0.1
0.6 0.0 -0.5
0.2 -0.3 -0.3
-0.1 0.1 -0.1
0.5 -0.1 0.2
-0.2 0.1 0.1
-0.2 -0.1 -0.2
-0.2 -0.2 0.1
0.1 -1.5 0.4
-1.8 1.3 1.2
1.1 0.8 -0.4
0.9 -0.6 2.5
0.7 -1.8 -0.1
0.3 0.7 -0.3
-0.1 0.9 0.1
-1.7 0.4 -0.2
-0.8 0.9 -1.0
-0.4 -0.2 -0.8
1.1 -0.7 0.3
0.0 -0.4 -0.6
0.4 1.0 -0.4
0.6 0.4 0.0
-0.8 -0.2 0.1
0.1 -0.8 -0.9
-0.3 -0.1 -0.6
-0.6 0.2 -0.3
0.7 -0.6 0.2
0.1 -0.5 0.4
0.4 0.1 0.3
0.3 -0.1 0.4
-0.3 -0.1 0.3
-0.6 0.0 -0.2
0.0 0.3 -0.4
0.4 -1.3 0.4
-0.1 0.4 -2.0
1.4 0.8 0.6
-1.5 0.8 0.4
0.5 -1.0 1.0
-0.5 0.0 0.7
0.8 0.0 -0.2
-0.3 0.5 -0.4
-1.1 -0.2 -2.0
0.3 0.6 0.8
-0.3 0.0 -1.7
-0.4 0.5 -0.7
0.2 -0.3 -0.1
0.0 -0.2 0.4
-1.1 0.2 0.0
0.5 0.2 0.5
-0.3 -0.4 0.1
0.4 0.3 0.0
0.7 -0.3 -0.2
-0.3 -0.5 -0.3
0.3 0.1 0.3
0.1 0.2 0.2
-0.3 -0.4 0.7
0.9 -0.2 0.4
0.2 0.1 1.1
0.7 0.1 1.5
-0.4 -0.4 0.0
0.6 0.7 -0.5
-2.4 0.7 -1.1
0.1 0.2 0.8
-0.3 -1.2 -1.3
0.6 0.8 1.0
0.3 -1.5 0.1
-2.5 0.2 -0.6
0.8 -0.2 1.0
-0.1 0.5 -1.3
-0.1 0.0 -0.1
0.2 0.1 -0.4
-0.5 0.0 0.3
1.0 0.0 -0.6
-0.3 0.9 0.2
0.0 -0.4 0.1
0.1 -0.3 -0.2
0.3 0.4 -0.1
-0.1 -0.1 0.0
0.4 0.2 0.0
0.6 -0.1 0.4
0.0 0.2 -0.1
0.5 -0.3 0.4
0.5 -0.4 0.3
-0.6 0.3 0.6
-0.4 1.0 1.5
0.3 -2.0 -0.6
1.0 1.0 -2.2
1.0 0.7 1.5
0.5 -0.5 0.3
-0.6 0.5 -0.5
0.6 1.3 0.3
-0.8 -0.7 -0.8
1.0 0.0 -0.8
-0.3 -1.4 0.6
0.1 0.0 0.1
0.3 -0.7 -0.1
-0.1 -0.4 -0.2
1.1 0.3 0.1
-0.7 0.7 -0.5
-0.6 -0.3 -0.1
-0.2 0.1 0.8
-0.3 -0.6 -0.2
-0.3 -0.3 -0.1
-0.8 0.2 0.5
0.2 0.4 -0.5
0.4 0.5 0.0
-0.2 -0.1 0.3
-0.6 0.0 -0.1
-0.6 -2.3 -0.9
-0.7 0.3 1.1
1.2 -0.1 0.4
-0.1 0.2 0.4
0.5 2.6 -0.8
1.4 -0.7 -0.9
-2.9 1.1 3.2
-0.3 -2.4 1.1
-0.5 0.3 -2.9
1.9 1.9 0.0
1.1 -0.1 -0.7
-0.4 0.0 0.6
0.6 -1.2 0.3
-0.6 1.0 0.1
-0.5 0.0 0.1
0.9 -0.4 -2.6
-0.1 -0.2 -0.3
-1.4 2.6 2.1
-1.2 -2.6 1.6
1.4 0.4 -0.2

Calculated values
- Net charge: +7
- Spin multiplicity: 2
- DFT total energy: -6129.2184 Eh
- Kohn-Sham gap (spin up / spin down): 7.32 / 1.54 eV
- HOMO (spin up / spin down): -19.74 / -19.74 eV
- <S²>: 0.754